No. 1
Below is a molecular structure, C31H38OPY in a non-equilibrium geometry, with properties calculated with ωB97M-V/def2-TZVPD.

Last column: Löwdin charge in e.
Atoms and positions in Å:
C: -2.04992 -2.03455 -0.17630  -0.2038
H: -2.99408 -2.27680 0.33918  0.0920
H: -2.19296 -1.98865 -1.25004  0.0536
H: -1.22823 1.87512 1.02019  0.0464
C: -1.04371 -3.13088 0.16187  -0.3170
H: 0.00236 -2.85512 -0.12988  0.1005
H: -1.01252 -3.36194 1.25821  0.1208
C: -1.55480 -4.35352 -0.62005  -0.0848
H: -0.89725 -5.20721 -0.48445  0.0893
H: -2.56312 -4.61405 -0.27255  0.0926
H: -1.62705 -4.10513 -1.68567  0.0778
C: 1.17788 1.25776 -0.36512  -0.2035
C: 1.44982 -0.07224 -0.80232  -0.2104
C: 0.46717 -0.41717 -1.77027  -0.2033
C: -0.45739 0.67124 -1.88309  -0.3177
C: 0.01416 1.73267 -1.04682  -0.2914
C: -0.51200 3.12413 -1.02010  -0.0390
C: -1.58755 0.76291 -2.83847  -0.0267
C: 0.52208 -1.56555 -2.71058  0.0092
C: 2.67698 -0.84426 -0.48905  -0.0073
C: 2.07530 2.08155 0.47090  0.0133
Y: -1.32756 0.03952 0.51460  1.5580
H: -2.38899 1.40365 -2.45373  0.0857
H: -1.25254 1.19374 -3.79340  0.1151
H: -2.02846 -0.21684 -3.05757  0.0840
H: -1.55155 3.16067 -1.37560  0.0905
H: -0.52152 3.53524 -0.00028  0.0571
H: 0.07545 3.81831 -1.63671  0.1151
H: 2.47561 1.50857 1.31844  0.0635
H: 2.93693 2.44977 -0.11513  0.1284
H: 1.55539 2.95870 0.87591  0.0841
H: 2.56275 -1.91013 -0.73435  0.0842
H: 3.55286 -0.48083 -1.05665  0.1145
H: 2.93482 -0.76834 0.57703  0.0695
H: -0.44172 -2.09046 -2.79239  0.0852
H: 0.77988 -1.23163 -3.73239  0.1268
H: 1.27701 -2.30973 -2.42399  0.0917
O: -0.21862 -0.51687 2.33240  -0.4634
P: 0.10149 0.33527 3.60745  0.8816
C: 1.80885 0.86951 3.63874  -0.2955
C: 2.17132 2.12668 4.15021  -0.0801
C: 3.50302 2.54025 4.12347  -0.0443
C: 4.50320 1.66254 3.70599  -0.0413
C: 4.16061 0.36954 3.30632  -0.0577
C: 2.82399 -0.03610 3.27624  -0.0931
C: -1.06350 1.69410 3.49516  -0.3520
C: -0.71462 2.97028 3.01671  -0.1161
C: -1.72087 3.90071 2.72231  -0.0677
C: -3.06085 3.54337 2.84953  -0.0524
C: -3.41910 2.27987 3.33153  -0.0542
C: -2.42166 1.36158 3.68019  -0.0997
C: -0.18794 -0.38955 5.22873  -0.2889
C: -0.45995 0.48134 6.30118  -0.0715
C: -0.53016 0.00245 7.60877  -0.0483
C: -0.33390 -1.35518 7.87128  -0.0416
C: -0.04640 -2.22013 6.81244  -0.0546
C: 0.03986 -1.74849 5.49930  -0.0636
H: 1.41476 2.79437 4.56317  0.1082
H: 3.75453 3.54835 4.45394  0.1224
H: 5.54975 1.97711 3.71964  0.1244
H: 4.94221 -0.33702 3.03032  0.1202
H: 2.56348 -1.05238 2.97675  0.1138
H: 0.33094 3.23831 2.87315  0.0905
H: -1.43041 4.89233 2.34793  0.1275
H: -3.84725 4.26198 2.57816  0.1269
H: -4.46788 1.99074 3.42688  0.1207
H: -2.70175 0.37146 4.04796  0.1219
H: -0.62150 1.54345 6.10393  0.1120
H: -0.73626 0.69962 8.42144  0.1205
H: -0.38495 -1.72675 8.89700  0.1231
H: 0.11991 -3.27865 7.01591  0.1180
H: 0.27454 -2.42537 4.67721  0.1098

E	-1658.39863	Ha
lowest unoccupied orbital energy (alpha / beta)	-8.402 / -8.388	eV
frontier orbital gap (alpha / beta)	5.81 / 5.82	eV
total charge	+2
HOMO (alpha / beta)	-14.21 / -14.20	eV
M	546.52	g mol⁻¹

---

No. 2
Below is 2 unconnected molecules or ions with the total composition C10H23O6S, with properties calculated with ωB97M-V/def2-TZVPD.

Last column: Löwdin charge in e.
Atoms and positions in Å:
C: 1.07459 0.06690 0.49513  -0.0427
C: -0.39265 0.42678 0.69048  -0.2539
O: -0.63057 1.79566 0.40776  -0.1069
C: -1.70201 2.14780 -0.40659  -0.2054
C: -2.75233 2.91541 0.37011  -0.1633
O: -3.11097 2.27966 1.57931  -0.1059
C: -4.27828 1.50895 1.59203  -0.1675
C: -3.98149 0.01664 1.55727  -0.0914
O: -4.54311 -0.63648 0.38469  -0.1474
C: -3.69176 -1.18655 -0.50035  -0.3915
S: -3.93428 -0.41533 -2.22064  1.1293
H: 1.47128 -0.44253 1.36916  0.0795
H: 1.21940 -0.58878 -0.35921  0.0735
H: 1.65465 0.97235 0.34308  0.0872
H: -0.69342 0.23802 1.72282  0.1189
H: -1.01376 -0.19247 0.03220  0.0798
H: -1.34588 2.79271 -1.21525  0.1390
H: -2.15020 1.25883 -0.88283  0.0575
H: -2.35956 3.89877 0.62275  0.1387
H: -3.63214 3.06572 -0.26545  0.1255
H: -4.82201 1.74465 2.50421  0.1364
H: -4.93568 1.75116 0.75090  0.1276
H: -2.90560 -0.14966 1.59638  0.1137
H: -4.43002 -0.48924 2.40683  0.1373
H: -3.90235 -2.23385 -0.70931  0.1119
H: -2.63386 -1.01472 -0.29387  0.0759
H: -5.04894 0.27541 -1.95911  -0.0017
H: -3.09325 0.61965 -2.15078  -0.0580
C: 5.76587 -3.07677 1.24169  -0.0337
O: 6.35194 -2.49697 0.07217  0.0115
C: 5.54274 -1.70607 -0.62409  -0.6242
O: 4.39332 -1.45487 -0.35350  0.1032
O: 6.21619 -1.23659 -1.67075  0.0105
C: 5.47257 -0.35679 -2.51701  -0.0372
H: 6.54601 -3.68411 1.68829  0.0959
H: 5.45137 -2.30086 1.93638  0.0966
H: 4.91395 -3.69840 0.97433  0.0956
H: 5.14675 0.52192 -1.96406  0.0958
H: 4.60839 -0.86862 -2.93597  0.0943
H: 6.15513 -0.06735 -3.30922  0.0956

E	-1244.08176	Ha
lowest unoccupied orbital energy	-3.881	eV
frontier orbital gap	8.72	eV
total charge	+1
HOMO	-12.60	eV
M	271.36	g mol⁻¹